--- 1 ---
Formula: C6H13N2
Source: the OMol25 dataset
Level of theory: ωB97M-V/def2-TZVPD

Values from the calculation:
LUMO energy   -2.92 eV
HOMO energy   -13.90 eV

Geometry as ORCA input:
```
! wB97M-V def2-TZVPD RIJCOSX def2/J DEFGRID3
* xyz 1 1
C -0.099 -0.653 0.729
C 0.464 -0.695 -1.558
C -0.443 1.057 -0.759
C 0.435 2.265 -0.866
C 0.799 -2.708 0.082
C -1.247 1.161 1.719
N 0.433 -1.302 -0.224
N -0.612 0.504 0.593
H -0.252 -1.115 1.710
H -0.256 -1.121 -2.351
H 1.468 -0.620 -2.065
H -1.316 1.023 -1.280
H 0.153 2.770 0.060
H 0.394 2.853 -1.741
H 1.497 1.999 -0.652
H 1.370 -3.065 -0.811
H 1.540 -2.794 0.987
H -0.058 -3.340 0.330
H -2.257 1.464 1.440
H -0.548 1.978 2.183
H -1.466 0.339 2.475
*
```



--- 2 ---
Formula: C6H13N2
Source: the OMol25 dataset
Level of theory: ωB97M-V/def2-TZVPD

Values from the calculation:
LUMO energy   -5.22 eV
SMILES   C=C(N(C)C)[N+](=C)C
HOMO energy   -12.80 eV

Geometry as ORCA input:
```
! wB97M-V def2-TZVPD RIJCOSX def2/J DEFGRID3
* xyz 1 1
C 1.176 -0.106 -1.447
C -0.142 1.832 1.210
C 0.467 0.134 -0.331
C 0.792 -2.260 0.698
C -1.252 -1.116 0.839
C -0.122 2.328 -1.134
N 0.176 -0.964 0.676
N -0.014 1.452 -0.007
H 1.833 0.612 -2.049
H 1.340 -1.165 -1.789
H -0.673 2.669 1.337
H 0.116 1.137 2.052
H 0.756 -2.713 -0.253
H 1.867 -2.175 0.771
H 0.396 -2.793 1.488
H -1.280 -1.480 1.799
H -1.938 -0.330 0.758
H -1.464 -1.815 0.086
H -1.048 2.036 -1.796
H 0.648 2.215 -1.825
H -0.134 3.296 -0.903
*
```



--- 3 ---
Formula: C6H13N2
Source: the OMol25 dataset
Level of theory: ωB97M-V/def2-TZVPD

Values from the calculation:
LUMO energy   -3.21 eV
HOMO energy   -12.77 eV

Geometry as ORCA input:
```
! wB97M-V def2-TZVPD RIJCOSX def2/J DEFGRID3
* xyz 1 1
C 0.848 0.861 0.707
C -0.060 1.744 -0.204
C 1.638 -0.137 -0.228
C -1.335 1.113 -0.555
C 0.773 -1.174 -0.670
C -1.247 -0.338 -0.171
N -2.062 -1.030 0.522
N 0.734 -2.279 0.188
H 1.567 1.394 1.322
H 0.288 0.154 1.319
H -0.112 2.728 0.244
H 0.586 1.912 -1.048
H 1.874 0.381 -1.133
H 2.492 -0.352 0.385
H -2.267 1.552 0.001
H -1.607 1.066 -1.617
H 0.627 -1.319 -1.758
H -1.915 -1.923 0.894
H -3.088 -0.803 0.670
H 0.476 -3.229 -0.021
H 1.245 -2.251 1.037
*
```



How do the structures above rank in stability at the extremes? 1 comes first and 2 comes last.